No. 1
79
Properties=species:S:1:pos:R:3 method="wB97M-V/def2-TZVPD" multiplicity=1 total_charge=+2 lumo_energy_ev=-5.25 gap_ev=8.64 fmax_ev_per_a=1.51
Bi -0.516 0.186 0.432
Br -4.298 5.161 -2.872
C -3.110 3.968 -2.024
C -2.704 4.188 -0.709
C -1.879 3.251 -0.118
N -1.418 2.183 -0.752
C -1.721 2.012 -2.045
C -2.598 2.867 -2.704
C -0.950 0.988 -2.762
C -1.334 0.422 -3.973
C -0.418 -0.396 -4.627
Br -0.903 -1.296 -6.226
C 0.851 -0.570 -4.087
C 1.105 -0.015 -2.844
N 0.222 0.710 -2.186
H -3.031 5.059 -0.166
H -1.568 3.364 0.907
H -2.858 2.705 -3.737
H -2.308 0.595 -4.400
H 1.604 -1.127 -4.619
H 2.057 -0.147 -2.352
C -2.472 0.137 4.346
Si -2.405 1.446 2.965
C -2.885 3.190 3.548
C -3.581 0.796 1.608
C -0.613 1.449 2.270
H -3.400 0.215 4.903
H -1.655 0.241 5.053
H -2.437 -0.861 3.920
H -3.850 3.160 4.044
H -2.968 3.908 2.736
H -2.171 3.587 4.263
H -4.612 0.979 1.887
H -3.479 -0.279 1.485
H -3.427 1.259 0.640
H 0.071 0.999 2.976
H -0.223 2.434 2.053
C 3.272 -3.738 -3.806
C 2.582 -4.173 -2.529
S 0.996 -3.216 -2.456
O 0.675 -2.994 -1.006
C -0.146 -4.532 -3.048
C -0.308 -5.678 -2.076
H 4.201 -4.280 -3.953
H 3.492 -2.674 -3.766
H 2.633 -3.922 -4.666
H 3.156 -3.909 -1.642
H 2.383 -5.241 -2.526
H 0.263 -4.842 -4.009
H -1.096 -4.026 -3.216
H 0.589 -6.285 -2.003
H -1.114 -6.330 -2.401
H -0.551 -5.294 -1.088
N 3.757 -0.634 1.963
C 2.760 -0.841 1.105
N 2.403 -2.053 0.763
S 2.039 0.602 0.469
H 4.372 -1.380 2.258
H 4.047 0.314 2.148
H 2.860 -2.840 1.203
H 1.653 -2.294 0.073
N 0.021 -1.482 2.104
C 0.011 -1.824 3.216
N 0.085 -2.209 4.430
C 1.183 -1.777 5.290
C 1.903 -2.997 5.860
C 0.897 -3.850 6.628
C -0.225 -4.287 5.689
C -0.907 -3.075 5.058
H 0.764 -1.197 6.120
H 1.855 -1.137 4.716
H 2.709 -2.663 6.516
H 2.342 -3.588 5.054
H 0.492 -3.266 7.457
H 1.387 -4.730 7.046
H -0.972 -4.859 6.237
H 0.184 -4.932 4.909
H -1.422 -2.496 5.832
H -1.637 -3.385 4.308



No. 2
9
Properties=species:S:1:pos:R:3 method="wB97M-V/def2-TZVPD" smiles="CC(=S)C([O-])=S" multiplicity=1 total_charge=-1 lumo_energy_ev=3.01 gap_ev=6.38 fmax_ev_per_a=2.86
C -1.201 -0.087 0.125
C 0.125 0.621 -0.140
S 0.137 2.196 -0.486
C 1.488 -0.183 0.050
O 2.569 0.393 -0.031
S 1.533 -2.019 0.046
H -1.192 -0.517 1.104
H -1.285 -0.905 -0.728
H -2.175 0.501 0.061